Density functional theory data (wB97M-V/def2-TZVPD) for an isolated ion of composition C5H4N2O5S and charge -2.

Calculated values
**SMILES**: Cc1n[nH]c(S(=O)(=O)[O-])c1C(=O)[O-]
**Multiplicity**: 1
**LUMO energy**: 6.2 eV
**Total charge**: -2
**HOMO energy**: -1.3 eV

Positions of all 17 atoms, in Å:
C -1.861 -1.301 1.482
C -1.099 -0.455 0.495
N -1.703 0.654 0.032
N -0.721 1.330 -0.553
C 0.477 0.739 -0.491
S 1.582 1.779 -1.526
O 2.978 1.562 -1.236
O 1.310 1.519 -2.957
O 1.050 3.066 -1.051
C 0.248 -0.500 0.145
C 1.264 -1.714 0.434
O 1.169 -2.060 1.615
O 2.020 -2.161 -0.455
H -1.432 -2.388 1.430
H -1.585 -0.840 2.417
H -2.910 -1.350 1.275
H -0.788 2.118 -1.056

Mulliken population analysis, charges in e, atoms 1 to 8:
1 C -0.941
2 C 0.488
3 N -1.249
4 N 0.524
5 C -0.527
6 S 1.212
7 O -0.680
8 O -0.698

***

Density functional theory data (wB97M-V/def2-TZVPD) for one molecule with the formula C5H4N4O.

Calculated values
**SMILES**: O=C=N/C=N\n1ccnc1
**Multiplicity**: 1
**LUMO energy**: 0.5 eV
**HOMO energy**: -9.0 eV

Positions of all 14 atoms, in Å:
O 3.276 -1.386 0.416
C 2.646 -0.451 0.340
N 2.305 0.695 0.362
C 1.691 1.626 -0.475
N 0.586 1.470 -0.985
N -0.170 0.412 -0.534
C -0.489 -0.684 -1.248
C -1.156 -1.471 -0.338
N -1.227 -0.873 0.892
C -0.647 0.277 0.721
H 2.418 2.444 -0.848
H -0.250 -0.780 -2.246
H -1.245 -2.570 -0.524
H -0.597 1.065 1.436

Mulliken population analysis, charges in e, atoms 1 to 8:
1 O -0.340
2 C 0.593
3 N -0.385
4 C 0.101
5 N -1.043
6 N 0.675
7 C -0.197
8 C -0.395

***

Density functional theory data (wB97M-V/def2-TZVPD) for one molecule with the formula C5H4O.

Calculated values
**SMILES**: C=Cc1cc1=O
**Multiplicity**: 1
**LUMO energy**: 0.0 eV
**HOMO energy**: -8.4 eV

Positions of all 10 atoms, in Å:
C 0.487 -1.513 -1.022
C 0.662 -0.198 -0.875
C 0.009 0.494 0.170
C -0.465 1.637 0.737
C -0.870 0.652 1.626
O -1.320 -0.020 2.487
H 0.920 -2.085 -1.823
H -0.145 -2.036 -0.325
H 1.291 0.373 -1.552
H -0.569 2.698 0.576

Mulliken population analysis, charges in e, atoms 1 to 8:
1 C -0.622
2 C -0.140
3 C 0.042
4 C -0.517
5 C 0.553
6 O -0.483
7 H 0.284
8 H 0.272

***

Density functional theory data (wB97M-V/def2-TZVPD) for C5H4O as an isolated structure.

Calculated values
**Multiplicity**: 1
**LUMO energy (alpha / beta)**: -1.2 / -1.2 eV
**HOMO energy (alpha / beta)**: -9.9 / -9.9 eV

Positions of all 10 atoms, in Å:
C 2.022 -0.051 -0.041
C 0.137 -1.106 -0.029
C 0.253 1.127 -0.058
C 0.848 -0.018 0.841
C 0.814 -0.020 -0.829
O 3.847 0.057 -0.048
H 0.641 -2.028 0.030
H -0.886 -1.163 0.023
H -0.748 1.158 0.090
H 0.739 2.005 0.004

Mulliken population analysis, charges in e, atoms 1 to 8:
1 C 0.360
2 C -0.280
3 C -0.292
4 C -0.242
5 C -0.082
6 O -0.461
7 H 0.236
8 H 0.257

***

Density functional theory data (wB97M-V/def2-TZVPD) for one molecule with the formula C5H4O.

Calculated values
**SMILES**: C#CC#CCO
**Multiplicity**: 1
**LUMO energy**: 0.4 eV
**HOMO energy**: -9.4 eV

Positions of all 10 atoms, in Å:
C 1.129 -2.770 -1.514
C 0.422 -1.890 -1.083
C -0.153 -0.785 -0.517
C -0.581 0.257 0.010
C -0.718 1.303 1.102
O -0.676 2.647 0.586
H 1.751 -3.492 -2.039
H 0.207 1.153 1.632
H -1.517 0.966 1.792
H 0.136 2.611 0.030

Mulliken population analysis, charges in e, atoms 1 to 8:
1 C -0.480
2 C -0.359
3 C 0.939
4 C -0.481
5 C -0.417
6 O -0.512
7 H 0.392
8 H 0.279

***

Density functional theory data (wB97M-V/def2-TZVPD) for a 2-piece molecular cluster, C5H4O2 overall.

Calculated values
**Multiplicity**: 1
**LUMO energy**: 1.1 eV
**HOMO energy**: -8.9 eV

Positions of all 11 atoms, in Å:
O 1.781 -2.277 -0.749
C 2.188 -1.306 -1.175
O 0.421 -0.308 1.022
C -0.868 -0.624 0.746
C -1.420 0.299 -0.079
C -0.387 1.257 -0.345
C 0.700 0.835 0.346
H -1.241 -1.526 1.209
H -2.435 0.306 -0.452
H -0.449 2.140 -0.966
H 1.709 1.205 0.443

Mulliken population analysis, charges in e, atoms 1 to 8:
1 O -0.133
2 C 0.124
3 O -0.242
4 C -0.358
5 C -0.304
6 C -0.255
7 C -0.482
8 H 0.393

***

Density functional theory data (wB97M-V/def2-TZVPD) for one molecule with the formula C5H4O2.

Calculated values
**SMILES**: O=c1cccco1
**Multiplicity**: 1
**LUMO energy**: -0.4 eV
**HOMO energy**: -9.4 eV

Positions of all 11 atoms, in Å:
O -1.986 0.033 1.734
C -0.996 0.008 1.054
C -0.604 -1.087 0.183
C 0.318 -0.964 -0.812
C 1.139 0.240 -0.797
C 0.844 1.193 0.101
O -0.201 1.134 0.964
H -1.226 -1.978 0.220
H -0.640 -1.119 -1.396
H 1.981 0.405 -1.464
H 1.372 2.135 0.212

Mulliken population analysis, charges in e, atoms 1 to 8:
1 O -0.530
2 C 0.414
3 C -0.324
4 C -0.144
5 C -0.273
6 C -0.141
7 O -0.316
8 H 0.385

***

Density functional theory data (wB97M-V/def2-TZVPD) for C5H4O2 as an isolated structure.

Calculated values
**Multiplicity**: 1
**LUMO energy**: 1.0 eV
**HOMO energy**: -9.5 eV

Positions of all 11 atoms, in Å:
C -0.992 -0.221 -0.209
C 0.253 -1.004 0.450
C -0.020 0.989 0.117
C 1.253 0.595 -0.675
C 1.463 -0.662 -0.417
H 0.093 -1.769 1.337
H -0.174 2.162 0.270
H 1.636 1.121 -1.561
H 2.293 -1.306 -0.978
O -2.080 -0.178 -0.612
O 0.132 0.379 1.278

Mulliken population analysis, charges in e, atoms 1 to 8:
1 C 0.237
2 C 0.006
3 C 0.229
4 C -0.513
5 C -0.419
6 H 0.343
7 H 0.349
8 H 0.340

***

Density functional theory data (wB97M-V/def2-TZVPD) for one molecule with the formula C5H4O2.

Calculated values
**SMILES**: O=C1C=CCC1=O
**Multiplicity**: 1
**LUMO energy**: -0.6 eV
**HOMO energy**: -9.4 eV

Positions of all 11 atoms, in Å:
O 2.057 1.460 0.522
C 1.116 0.724 0.350
C 1.061 -0.756 0.350
C -0.138 -1.158 -0.092
C -1.146 -0.059 -0.248
C -0.295 1.189 -0.100
O -0.611 2.326 -0.333
H 1.923 -1.379 0.563
H -0.347 -2.186 -0.387
H -1.885 -0.084 0.560
H -1.706 -0.076 -1.187

Mulliken population analysis, charges in e, atoms 1 to 8:
1 O -0.518
2 C 0.556
3 C -0.453
4 C -0.345
5 C -0.387
6 C 0.312
7 O -0.506
8 H 0.414

***

Density functional theory data (wB97M-V/def2-TZVPD) for one molecule with the formula C5H4O2.

Calculated values
**SMILES**: O=C1C=CCC1=O
**Multiplicity**: 1
**LUMO energy**: -0.8 eV
**HOMO energy**: -9.3 eV

Positions of all 11 atoms, in Å:
O 2.119 1.462 0.473
C 1.171 0.755 0.221
C 1.066 -0.699 0.231
C -0.167 -1.161 -0.026
C -1.229 -0.137 -0.303
C -0.246 1.306 -0.141
O -0.514 2.467 -0.010
H 1.948 -1.309 0.329
H -0.328 -2.232 -0.168
H -1.925 0.134 0.487
H -1.897 -0.584 -1.094

Mulliken population analysis, charges in e, atoms 1 to 8:
1 O -0.518
2 C 0.634
3 C -0.461
4 C -0.191
5 C -0.709
6 C 0.327
7 O -0.436
8 H 0.402

***

Density functional theory data (wB97M-V/def2-TZVPD) for one molecule with the formula C5H4O3.

Calculated values
**SMILES**: O=C1C=C[C@H](O)C1=O
**Multiplicity**: 1
**LUMO energy**: -1.0 eV
**HOMO energy**: -9.8 eV

Positions of all 12 atoms, in Å:
O 2.164 -0.650 -1.520
C 1.130 -0.401 -0.929
C -0.208 -0.266 -1.488
C -1.091 -0.030 -0.523
C -0.504 -0.105 0.816
O -0.812 0.976 1.661
C 0.974 -0.189 0.607
O 1.773 0.197 1.433
H -0.490 -0.200 -2.554
H -2.156 0.231 -0.596
H -0.786 -1.032 1.342
H 0.006 1.467 1.751

Mulliken population analysis, charges in e, atoms 1 to 8:
1 O -0.524
2 C 0.455
3 C -0.431
4 C -0.457
5 C 0.417
6 O -0.512
7 C 0.236
8 O -0.526

***

Density functional theory data (wB97M-V/def2-TZVPD) for C5H4O4Zn as an isolated structure.

Calculated values
**Multiplicity**: 2
**LUMO energy (alpha / beta)**: -9.1 / -9.1 eV
**Total charge**: +1
**Expectation value of S²**: 0.76
**HOMO energy (alpha / beta)**: -11.5 / -11.5 eV

Positions of all 14 atoms, in Å:
C -1.527 -0.668 1.789
C -1.978 -1.729 2.315
H -2.306 -2.627 2.823
H -1.566 0.724 1.082
O 0.425 0.206 0.148
C -0.199 1.333 -0.145
O 0.138 2.028 -1.105
O -1.291 1.523 0.505
Zn -0.279 3.551 -1.940
C 2.078 -1.140 -0.954
C 1.796 -0.006 -0.355
O 1.339 -2.125 -1.398
H 2.365 0.911 -0.473
H 1.003 -1.981 -2.294

Mulliken population analysis, charges in e, atoms 1 to 8:
1 C -0.569
2 C -0.169
3 H 0.399
4 H 0.434
5 O -0.182
6 C 1.049
7 O -0.401
8 O -0.387